No. 1
A molecular structure, C3Br2F6S in a non-equilibrium geometry. Source: OMol25; level of theory: the ωB97M-V functional and the def2-TZVPD basis.

Geometry as XYZ:
```
12
Properties=species:S:1:pos:R:3:forces:R:3
C 0.363509 1.765910 -1.009610 1.2 -0.4 -0.9
C -0.888203 -1.657422 -0.420045 -3.8 -1.8 0.0
C 0.491817 1.824004 0.477679 0.6 -1.1 1.5
F -0.918933 -2.971751 -0.591020 0.0 1.3 -0.4
F -0.567735 -0.968615 -1.435441 0.6 0.2 -0.8
F -0.288804 -1.373506 0.653169 0.3 0.7 1.0
F 1.146818 2.917134 0.737167 1.6 1.6 0.3
F -0.612507 1.935424 1.192498 -0.9 -0.9 -0.4
F 1.223485 0.760533 0.976536 -0.9 0.9 -0.4
S -0.817421 2.329879 -1.858880 -0.8 0.1 -0.3
Br 2.098656 1.226800 -1.772455 -0.8 0.1 0.2
Br -3.402883 -1.065265 -0.332188 2.8 -0.6 0.1
```
Positions in Å, forces in eV/Å.

F_max   0.08127 hartree/bohr
Energy above the lowest of the compared OMol25 structures with the same formula, charge and spin   2.405 eV
Kohn-Sham gap   8.4 eV
Charge   0
HOMO   -10.1 eV

Here are the Löwdin charges for atoms 1 to 5, given in e:
1. C -1.12
2. C -0.71
3. C -0.81
4. F 0.16
5. F 0.17

No. 2
A molecular structure, C44H35NO4P2SiSn. Source: OMol25; level of theory: the ωB97M-V functional and the def2-TZVPD basis.

Geometry as XYZ:
```
88
Properties=species:S:1:pos:R:3:forces:R:3
Sn 0.931806 -0.094638 -0.455314 -0.2 0.3 0.6
C -1.208772 2.875817 -1.239063 0.1 -0.1 0.0
Si -1.203108 1.520389 0.081075 -0.2 0.1 0.0
C -1.278949 2.447071 1.758226 0.2 -0.1 0.0
C -1.422654 3.838682 1.724536 0.1 -0.1 -0.1
C -1.707424 4.579536 2.862490 0.0 0.0 0.0
C -1.875782 3.932361 4.073343 0.0 0.0 0.0
C -1.678779 2.562082 4.151039 0.1 0.0 -0.1
C -1.334421 1.816391 3.020850 -0.1 0.0 0.1
P -1.194010 -0.010867 3.161575 0.1 0.1 -0.1
C 0.540805 -0.380783 2.647762 0.0 0.0 0.1
C 0.877179 -1.740674 2.632254 0.0 0.0 0.0
C 2.190052 -2.149081 2.458077 0.0 0.1 0.0
C 3.192068 -1.203839 2.270361 0.0 0.0 0.0
C 2.867315 0.145052 2.243802 0.1 0.0 -0.1
C 1.549292 0.559523 2.430887 -0.1 0.0 -0.1
C -0.929488 -0.301811 4.967092 -0.1 0.1 -0.1
C -1.793872 -1.181429 5.611078 -0.1 0.0 -0.1
C -1.614224 -1.498098 6.953851 0.0 0.0 0.0
C -0.566167 -0.935267 7.661907 0.0 0.0 0.0
C 0.296368 -0.042864 7.030517 0.0 0.0 0.0
C 0.116950 0.269647 5.693544 0.0 0.0 0.0
C -2.955274 0.736549 -0.030910 0.2 -0.3 -0.1
C -4.058167 1.587881 -0.185452 0.1 0.1 0.1
C -5.329687 1.103272 -0.432788 0.0 0.0 0.0
C -5.541712 -0.267662 -0.539793 0.0 0.0 0.0
C -4.478379 -1.133700 -0.365804 0.0 0.1 0.0
C -3.193861 -0.644209 -0.102587 -0.1 0.0 0.1
P -1.804647 -1.829407 0.086108 -0.1 0.0 -0.1
C -2.082570 -2.835414 -1.436096 0.0 0.1 0.0
C -1.955956 -2.131497 -2.638143 0.0 0.0 0.0
C -2.094007 -2.768638 -3.859434 0.0 0.0 0.0
C -2.359950 -4.131751 -3.902849 0.0 0.0 0.0
C -2.498623 -4.839012 -2.719491 0.0 0.0 0.0
C -2.360485 -4.197232 -1.492480 0.0 0.1 0.0
C -2.302483 -2.943823 1.451683 0.0 0.0 -0.1
C -3.329254 -2.651819 2.346424 -0.1 -0.1 0.0
C -3.602091 -3.504135 3.408717 0.0 0.0 0.0
C -2.841749 -4.648807 3.604812 0.0 0.0 0.0
C -1.789298 -4.928117 2.744037 0.0 0.0 0.0
C -1.517707 -4.076895 1.682461 -0.1 0.0 0.0
H -2.091936 3.516694 -1.195592 0.0 0.0 0.0
H -1.171765 2.425373 -2.235285 0.0 0.0 0.0
H -0.310523 3.488974 -1.123469 -0.1 0.0 0.0
H -1.318932 4.358274 0.780275 0.0 0.0 0.0
H -1.812803 5.655025 2.795078 0.0 0.0 0.0
H -2.156058 4.489738 4.958886 0.0 0.0 0.0
H -1.801107 2.070993 5.105931 0.0 0.0 0.1
H 0.098073 -2.479061 2.796685 0.1 0.1 0.0
H 2.432253 -3.204387 2.475914 0.0 0.0 0.0
H 4.220107 -1.516916 2.136613 0.0 0.0 0.0
H 3.639007 0.890006 2.089856 0.0 0.0 0.0
H 1.309500 1.616529 2.408769 0.0 0.0 0.0
H -2.609762 -1.624875 5.049800 0.1 0.0 0.1
H -2.293151 -2.184888 7.444583 0.0 0.0 0.0
H -0.411430 -1.192091 8.702280 0.0 0.0 0.0
H 1.111342 0.406842 7.584155 0.0 0.0 0.0
H 0.794598 0.964257 5.210482 0.0 0.0 0.0
H -3.916565 2.660490 -0.093333 0.0 0.0 -0.1
H -6.159170 1.790969 -0.546895 0.0 0.0 0.0
H -6.528627 -0.653677 -0.763852 0.0 0.0 0.0
H -4.638388 -2.203210 -0.446915 0.0 0.0 0.0
H -1.766768 -1.061909 -2.611780 0.0 0.0 0.0
H -1.993157 -2.203950 -4.778576 0.0 0.0 0.0
H -2.465088 -4.637504 -4.855099 0.0 0.0 0.0
H -2.717136 -5.899976 -2.743233 0.0 0.0 0.0
H -2.486434 -4.764314 -0.580406 0.0 0.0 0.0
H -3.912662 -1.748056 2.223570 0.0 0.0 0.0
H -4.410324 -3.267005 4.090072 0.0 0.0 0.0
H -3.060723 -5.315646 4.429685 0.0 0.0 0.0
H -1.173218 -5.804825 2.904922 0.0 0.0 0.0
H -0.679004 -4.286752 1.026171 0.0 0.0 0.0
O 4.110324 -3.109668 -3.128257 0.2 -0.1 0.1
C 3.312226 -2.086570 -2.781059 -0.1 0.2 -0.2
O 2.123452 -2.110751 -2.938328 -0.2 0.0 0.1
C 4.078542 -0.927487 -2.223322 0.1 0.2 0.2
C 5.462050 -0.926365 -2.174383 0.1 -0.1 -0.1
C 6.107570 0.178588 -1.633038 0.0 0.0 0.0
C 5.350184 1.230396 -1.157835 0.1 0.1 0.0
C 3.965509 1.144147 -1.249497 -0.3 0.0 0.1
N 3.349175 0.094027 -1.767744 0.1 -0.2 -0.3
C 3.071782 2.254789 -0.704127 0.2 0.1 0.1
O 3.587435 3.338774 -0.494375 -0.1 -0.1 0.0
O 1.839834 1.934165 -0.484243 0.0 -0.3 0.0
H 3.535668 -3.805717 -3.476100 -0.1 0.0 0.0
H 6.013766 -1.772110 -2.561307 0.0 0.1 0.0
H 7.188354 0.215015 -1.593907 0.0 0.0 0.0
H 5.791395 2.112463 -0.714370 0.0 0.0 -0.1
```
Positions in Å, forces in eV/Å.

F_max   0.01300 hartree/bohr
Kohn-Sham gap   6.8 eV
Charge   0
HOMO   -7.0 eV

Here are the Löwdin charges for atoms 1 to 5, given in e:
1. Sn 1.17
2. C -0.24
3. Si 0.53
4. C -0.28
5. C -0.10

Number 1: energy -170333.7855 eV. Number 2: energy -88164.8990 eV.